# 1
Formula: C31H30N6O4S3Tl
Source: the OMol25 dataset
Level of theory: wB97M-V/def2-TZVPD

Highest occupied orbital energy (alpha / beta)   -10.52 / -10.52 eV
Gap between HOMO and LUMO (alpha / beta)   7.90 / 7.90 eV
Energy above the lowest of the compared OMol25 structures with the same formula, charge and spin   57.6 kcal/mol
Energy   -3195.45467 hartree
Total charge   +1

```
75
Properties=species:S:1:pos:R:3:mulliken_charge:R:1
Tl -0.80740 -1.19343 -0.45427 0.9330
O -0.54293 1.77122 0.50383 -0.1981
N -0.37168 2.12944 1.84855 0.4547
N 0.07643 1.12168 2.52333 1.1305
O 0.27961 0.01139 1.94154 -0.7424
C 0.36852 1.24046 3.94375 0.2134
C 0.05034 2.34682 4.72464 -0.5489
C 0.37748 2.30865 6.07373 -0.6109
C 1.00718 1.20634 6.62522 -0.5235
C 1.31847 0.11477 5.82489 -0.6696
C 0.99991 0.12107 4.48017 -0.1836
H -0.43639 3.21204 4.31458 0.5001
H 0.13292 3.16126 6.69231 0.4021
H 1.25855 1.19648 7.67725 0.4147
H 1.81610 -0.74846 6.24507 0.4235
H 1.24603 -0.71323 3.83961 0.4520
C -6.27923 0.54127 3.57477 -1.3984
C -5.19455 0.96353 2.62820 0.9228
C -5.37989 2.02691 1.74818 -1.0030
C -4.37213 2.43061 0.88903 -0.7994
C -3.16415 1.74752 0.90281 0.8059
C -2.95265 0.67589 1.75941 0.2384
C -3.96948 0.29729 2.61811 -1.4606
S -1.96862 2.29410 -0.25891 0.7884
O -1.96673 3.71326 -0.35943 -0.6098
O -0.61925 3.26343 2.22416 -0.7322
N -1.92479 1.37338 -1.43573 0.0023
C -1.78994 1.71509 -2.79217 -0.0229
C -2.49013 2.73724 -3.37499 -0.2913
C -2.36048 3.00886 -4.75157 -0.9316
C -1.53705 2.25470 -5.53215 -0.8613
C -0.79504 1.19590 -4.95878 1.1545
C 0.09198 0.40282 -5.72115 -0.6214
C 0.80690 -0.58160 -5.10982 -0.9771
C 0.62610 -0.78305 -3.72775 0.1393
N -0.19469 -0.08231 -2.98203 -0.1073
C -0.91179 0.91282 -3.57939 -0.0700
H -7.18867 1.11828 3.42050 0.3569
H -5.96212 0.67716 4.60959 0.3319
H -6.51785 -0.51455 3.44230 0.3518
H -6.32320 2.55746 1.74279 0.3516
H -4.52007 3.27747 0.23245 0.4959
H -2.02305 0.11918 1.75869 0.4597
H -3.80487 -0.53224 3.29485 0.4525
H -3.15266 3.34350 -2.77247 0.4815
H -2.92659 3.82429 -5.18037 0.3980
H -1.43305 2.45451 -6.59071 0.4027
H 0.19377 0.59690 -6.78174 0.4287
H 1.50114 -1.20530 -5.65486 0.4287
H 1.19159 -1.56008 -3.22742 0.4065
S 3.01468 -2.04576 1.91729 -0.3112
C 3.88831 -0.69134 1.56728 0.1344
N 5.03060 -0.65993 0.86140 -0.2041
C 5.81051 0.56915 0.88091 -0.5660
C 4.81979 1.69371 1.18428 -0.5467
S 3.45522 0.91700 2.09802 0.0454
H 5.46759 -1.54940 0.67278 0.2799
H 6.28308 0.72309 -0.08835 0.3142
H 6.59167 0.51373 1.64327 0.2661
H 4.43720 2.15068 0.27382 0.2906
H 5.27164 2.46481 1.80283 0.3756
C 2.85775 -5.94294 -4.06925 -1.4268
C 2.14219 -4.99884 -3.15119 0.9993
C 2.82754 -4.13804 -2.30202 -0.5050
C 2.12154 -3.29103 -1.46335 -0.1905
N 0.78939 -3.24999 -1.42905 -0.1732
C 0.12745 -4.07848 -2.23942 -0.3194
C 0.75010 -4.95708 -3.10402 -0.6357
H 3.93582 -5.80241 -4.02462 0.3617
H 2.53287 -5.80153 -5.10058 0.3373
H 2.63636 -6.97619 -3.79850 0.3314
H 3.90959 -4.12953 -2.28404 0.3486
H 2.64021 -2.63155 -0.77628 0.0682
H -0.95661 -4.03453 -2.19604 0.3328
H 0.15360 -5.60435 -3.73379 0.4342
```

***

# 2
Formula: C27H68CuF3KN7O14PS2
Source: the OMol25 dataset
Level of theory: wB97M-V/def2-TZVPD

Highest occupied orbital energy (alpha / beta)   -8.33 / -8.33 eV
Gap between HOMO and LUMO (alpha / beta)   6.31 / 6.21 eV
Energy above the lowest of the compared OMol25 structures with the same formula, charge and spin   128.6 kcal/mol
Energy   -6183.56325 hartree
Multiplicity   2
Expectation value of S²   0.7607

```
124
Properties=species:S:1:pos:R:3:mulliken_charge:R:1
K 4.75554 -5.68175 3.26260 0.9664
Cu 5.62257 1.72581 1.90307 0.8647
S 7.74556 -2.39422 2.77760 1.2039
O 9.14061 -2.04121 3.04942 -0.4934
O 7.63808 -3.34380 1.69987 -0.6645
O 7.30936 -3.04068 4.04636 -0.5018
O 6.90114 -1.25295 2.55495 -0.5006
C -0.10957 -0.37398 3.28265 0.5613
F -0.56232 0.67819 3.88852 -0.2411
F -0.89612 -1.37300 3.72105 -0.2348
F -0.21073 -0.13979 2.00602 -0.2017
S 1.78926 -0.77733 3.80107 1.0375
O 2.03298 -0.21172 5.18643 -0.6498
O 1.96121 -2.24428 3.70282 -0.6591
O 2.59058 0.05706 2.86014 -0.6000
O -4.83698 2.24476 -6.01388 -0.8127
P -3.52262 2.91654 -5.79032 0.3053
N -2.40615 3.01602 -7.14657 0.1846
C -2.14506 4.25724 -7.89180 -0.7281
C -2.38470 1.84655 -8.00210 -0.9717
N -2.58815 2.22312 -4.41148 0.2401
C -2.05279 0.79862 -4.53664 -1.0488
C -3.13821 2.41509 -3.06564 -0.9760
N -3.66064 4.60937 -5.41337 0.0760
C -2.58582 5.29941 -4.70089 -1.2610
C -5.12048 4.97824 -5.02490 -0.9727
H -1.84493 5.04873 -7.20511 0.0914
H -3.09424 4.47413 -8.38183 0.3429
H -1.37109 4.17636 -8.65503 0.3361
H -2.53233 0.91258 -7.45988 0.2555
H -1.53148 1.75384 -8.67405 0.3475
H -3.32476 1.81050 -8.55263 0.3728
H -1.72734 0.31227 -3.61706 0.3726
H -2.68171 0.09613 -5.08352 0.3201
H -1.16009 0.88732 -5.15576 0.3094
H -3.44627 3.44430 -2.88141 0.2595
H -4.07657 1.87271 -2.94987 0.3506
H -2.49711 2.01348 -2.28091 0.3602
H -1.73168 4.65350 -4.49754 0.4573
H -2.09223 5.96484 -5.40918 0.3392
H -2.85290 5.83862 -3.79204 0.4244
H -5.34468 4.44448 -4.10135 0.3140
H -5.86601 4.66798 -5.75702 0.2969
H -5.12521 6.06124 -4.90166 0.4154
O 4.33733 3.70944 10.02650 -0.6020
C 3.09761 3.80345 10.16340 0.5159
O 2.44947 4.49645 11.13532 -0.3660
C 0.97742 4.58209 10.91304 -0.2966
C 0.69073 3.41841 9.94522 -0.4916
C 2.07994 2.96893 9.47084 -0.3138
H 0.69529 5.55118 10.50152 0.2413
H 0.49468 4.42419 11.87748 0.2546
H 0.05868 3.80065 9.14364 0.2527
H 0.10794 2.60658 10.38041 0.2959
H 2.36885 2.97369 8.41984 0.3302
H 2.15965 1.96716 9.89299 0.1798
C 4.38134 -1.09514 -1.59522 -1.4811
C 4.66056 0.32708 -2.24652 0.4189
C 3.33521 1.13485 -2.44017 -0.8060
O 3.73137 2.46971 -2.87137 -0.3174
C 3.56033 2.68151 -4.29950 -0.6756
N 5.63711 1.13457 -1.42818 -0.5460
H 3.95125 -1.04976 -0.59469 0.3647
H 5.18607 -1.74413 -1.24978 0.4220
H 3.55755 -1.68478 -1.99744 0.3742
H 4.99981 0.12322 -3.26213 0.1701
H 2.81790 1.17932 -1.48178 0.3131
H 2.58810 0.69983 -3.10401 0.4732
H 4.09406 1.81728 -4.69489 0.2788
H 3.82667 3.63536 -4.75484 0.2408
H 2.49914 2.47105 -4.43253 0.2648
H 6.41665 0.50945 -1.57531 0.2996
H 5.91014 1.87930 -2.05344 0.2479
C -4.38285 -10.34446 1.50439 -1.4685
C -3.20791 -9.76849 2.36967 0.5408
C -2.75310 -8.41781 1.80628 -0.5083
O -1.46019 -8.10732 2.37171 -0.3722
C -1.04463 -6.71098 2.03094 -0.6033
N -3.64845 -9.72744 3.73369 -0.6876
H -4.84355 -11.21992 1.96202 0.3973
H -3.99963 -10.66686 0.53625 0.3870
H -5.13720 -9.57301 1.34970 0.3345
H -2.46316 -10.55302 2.23567 0.2258
H -3.37048 -7.63935 2.25454 0.2540
H -2.64604 -8.36845 0.72267 0.3090
H -1.25551 -6.35789 1.02150 0.1601
H 0.04220 -6.78867 2.00139 0.2130
H -1.20396 -5.93483 2.77948 0.3422
H -3.06757 -9.22877 4.39249 0.2407
H -4.56139 -9.34856 3.94128 0.2273
C -3.44949 -3.56332 -0.07234 -1.2826
C -4.02608 -3.94926 -1.42954 0.8008
C -3.14597 -4.87409 -2.36695 -0.8221
O -1.79808 -4.37075 -2.38001 -0.2282
C -0.80335 -5.05006 -3.19224 -0.7382
N -5.30898 -4.44334 -1.22582 -0.6084
H -2.45887 -3.11049 -0.03074 0.3425
H -3.52026 -4.33970 0.68946 0.2169
H -4.09909 -2.76732 0.29167 0.3736
H -4.13478 -3.10960 -2.11602 0.0655
H -3.58785 -5.34353 -3.24585 0.4495
H -2.98749 -5.81774 -1.84490 0.2054
H -0.85814 -6.10018 -2.90525 0.3014
H 0.12299 -4.49832 -3.03234 0.2014
H -1.00488 -4.99244 -4.26189 0.2847
H -5.61821 -4.89988 -0.37962 0.2398
H -5.49631 -5.08602 -1.98211 0.2070
C 3.28830 5.79154 3.33019 -1.5418
C 2.77253 4.72511 2.30520 0.3922
C 1.32610 4.80872 1.69395 -0.7103
O 1.10416 6.15013 1.27739 -0.4171
C 1.67579 6.63774 0.12036 -0.6207
N 3.79564 4.54011 1.24833 -0.5161
H 4.25117 5.56004 3.78557 0.3692
H 2.55414 5.77809 4.13574 0.4148
H 3.21680 6.83087 3.00957 0.3568
H 2.64627 3.84182 2.93125 0.2893
H 0.55851 4.50373 2.40520 0.3853
H 1.16621 4.04944 0.92841 0.3820
H 2.73649 6.86258 0.23212 0.2018
H 1.30112 7.65459 0.00317 0.2565
H 1.50260 5.88721 -0.65088 0.3054
H 3.39691 4.59264 0.32186 0.2264
H 4.24868 5.44222 1.21586 0.2951
```

***

> What is the formula in the first record?

C31H30N6O4S3Tl